{
  "formula": "C50H71F3KN3O4P2Se2",
  "method": "the ωB97M-V functional and the def2-TZVPD basis",
  "symbols": ["K", "C", "C", "C", "C", "C", "C", "C", "N", "C", "C", "C", "C", "C", "C", "O", "C", "C", "C", "C", "C", "C", "C", "C", "C", "O", "C", "C", "C", "C", "C", "C", "H", "H", "H", "H", "H", "H", "H", "H", "H", "H", "H", "H", "H", "H", "H", "H", "H", "H", "H", "H", "H", "H", "H", "H", "H", "H", "H", "H", "H", "H", "H", "H", "H", "H", "H", "H", "H", "H", "H", "H", "C", "P", "C", "C", "C", "C", "C", "C", "C", "P", "C", "C", "H", "H", "H", "H", "H", "H", "H", "H", "H", "H", "H", "H", "H", "H", "H", "H", "O", "C", "C", "C", "O", "C", "Se", "C", "Se", "H", "H", "H", "H", "H", "H", "H", "H", "H", "H", "N", "C", "H", "F", "C", "F", "F", "C", "C", "C", "N", "C", "C", "H", "H", "H", "H"],
  "coordinates": [[-0.0367, 0.2290, 0.1235], [-7.1435, 2.5162, 3.2269], [-6.5578, 2.9222, 1.8668], [-7.6705, 2.8752, 0.8095], [-6.0602, 4.3631, 1.9784], [-5.4419, 1.9675, 1.4516], [-4.1879, 2.3799, 1.1024], [-3.1924, 1.4588, 0.6981], [-1.9013, 1.8175, 0.4543], [-1.5031, 2.9819, 0.0173], [-2.3469, 3.9221, -0.6894], [-1.8589, 5.0984, -1.1176], [-0.4723, 5.4294, -0.8139], [0.4165, 4.6165, -0.2084], [-0.0529, 3.2792, 0.2152], [0.6940, 2.4602, 0.7465], [1.8829, 4.9830, -0.0079], [2.1882, 6.3944, -0.5088], [2.2381, 4.9243, 1.4862], [2.7707, 4.0001, -0.7920], [-2.6535, 6.0832, -1.9657], [-2.7495, 7.4279, -1.2313], [-1.9430, 6.2875, -3.3123], [-4.0695, 5.5812, -2.2407], [-3.4556, 0.0235, 0.6618], [-2.5823, -0.7530, 0.2071], [-4.7665, -0.3995, 1.1418], [-5.6858, 0.5683, 1.4418], [-5.1745, -1.8726, 1.3465], [-4.0068, -2.8677, 1.3346], [-5.8580, -2.0296, 2.7156], [-6.1644, -2.2783, 0.2473], [-7.9027, 3.2372, 3.5452], [-6.3599, 2.4826, 3.9864], [-7.6152, 1.5335, 3.1889], [-8.4913, 3.5477, 1.0785], [-8.0747, 1.8659, 0.7108], [-7.2817, 3.1742, -0.1660], [-6.8869, 5.0155, 2.2706], [-5.6669, 4.7278, 1.0271], [-5.2717, 4.4562, 2.7281], [-3.8940, 3.4161, 1.2022], [-3.3428, 3.5909, -0.9441], [-0.1246, 6.3985, -1.1494], [1.5961, 7.1518, 0.0128], [2.0127, 6.4932, -1.5826], [3.2428, 6.6098, -0.3266], [1.6372, 5.6419, 2.0524], [3.2925, 5.1797, 1.6208], [2.0700, 3.9302, 1.8929], [2.4966, 3.9826, -1.8490], [2.6866, 2.9869, -0.4079], [3.8163, 4.3090, -0.7157], [-1.7637, 7.8447, -1.0190], [-3.2754, 7.3091, -0.2813], [-3.2964, 8.1536, -1.8398], [-0.9527, 6.7273, -3.1842], [-2.5278, 6.9550, -3.9512], [-1.8181, 5.3340, -3.8282], [-4.6267, 5.4225, -1.3142], [-4.0607, 4.6425, -2.7974], [-4.6089, 6.3218, -2.8358], [-6.6752, 0.2386, 1.7442], [-3.2898, -2.6442, 2.1284], [-3.4646, -2.8690, 0.3975], [-4.4096, -3.8706, 1.5111], [-5.2001, -1.6797, 3.5140], [-6.0782, -3.0860, 2.8911], [-6.7984, -1.4800, 2.7890], [-5.6848, -2.2375, -0.7319], [-7.0326, -1.6142, 0.2331], [-6.5129, -3.3033, 0.4083], [1.4083, -3.8958, -1.4322], [0.1260, -2.7059, -0.8945], [0.0388, -3.1374, 0.9008], [-1.4375, -3.5264, -1.4622], [-1.6845, -4.8850, -1.2775], [-2.8896, -5.4531, -1.6599], [-3.8652, -4.6579, -2.2479], [-3.6259, -3.3072, -2.4514], [-2.4208, -2.7254, -2.0578], [-1.9599, -0.9412, -2.3607], [-1.3842, -1.2884, -4.0904], [-3.6024, -0.1725, -2.6691], [1.1934, -4.9159, -1.1045], [2.3524, -3.5585, -0.9956], [1.5053, -3.8622, -2.5190], [-0.1439, -4.2060, 1.0397], [-0.7609, -2.5747, 1.3845], [0.9986, -2.8739, 1.3518], [-0.9271, -5.5098, -0.8172], [-3.0674, -6.5105, -1.5027], [-4.8101, -5.0931, -2.5538], [-4.3887, -2.7024, -2.9288], [-2.0845, -1.9516, -4.6018], [-0.3990, -1.7633, -4.0535], [-1.2597, -0.3690, -4.6635], [-3.9019, -0.2679, -3.7140], [-3.5186, 0.8888, -2.4294], [-4.3654, -0.6170, -2.0299], [4.3894, 1.1876, -4.2416], [4.0466, 1.1100, -2.8716], [4.1645, -0.2868, -2.2306], [5.4956, -0.8986, -2.6771], [5.7705, -2.1884, -2.1488], [2.9758, -1.2032, -2.5779], [2.0844, -1.0021, -4.3487], [4.1636, -0.0108, -0.7161], [3.9176, -1.5512, 0.5156], [3.7343, 0.5959, -4.6768], [3.0149, 1.4588, -2.7183], [4.7140, 1.7998, -2.3421], [6.2998, -0.1983, -2.3998], [5.4997, -0.9897, -3.7632], [5.4142, -2.2194, -1.2409], [2.2167, -1.0795, -1.7982], [3.3069, -2.2351, -2.4965], [3.3417, 0.6879, -0.5155], [5.0903, 0.4968, -0.4365], [0.3796, 1.0451, -2.4907], [-0.8109, 0.9639, -2.4438], [1.1715, 0.3961, -2.4589], [3.4409, -1.4797, 6.4921], [2.3765, -2.1777, 6.0541], [2.8219, -3.4123, 5.7520], [1.5424, -2.3166, 7.1070], [1.7079, -1.5162, 4.8817], [0.3216, -1.4991, 4.7795], [-0.2331, -0.9035, 3.6639], [0.4926, -0.3340, 2.7002], [1.8189, -0.3509, 2.8140], [2.4751, -0.9476, 3.8872], [-0.3042, -1.9423, 5.5408], [-1.3096, -0.8836, 3.5256], [2.3994, 0.1021, 2.0220], [3.5561, -0.9722, 3.8992]],
  "forces_ev_per_angstrom": [[0.6597, -1.5072, 0.0741], [0.0037, 0.0208, 0.0291], [0.0272, -0.0273, 0.0021], [-0.0163, 0.0035, -0.0061], [-0.0039, 0.0231, -0.0077], [-0.0731, -0.0683, -0.0274], [0.1133, 0.0256, -0.1078], [0.0420, 0.0277, -0.0691], [-0.8079, 0.5401, 0.4308], [-0.1916, 0.1110, 0.1006], [0.2085, -0.1014, 0.1025], [0.2235, 0.1447, -0.0214], [-0.2007, 0.1157, -0.0668], [-0.0636, -0.1949, -0.0376], [-0.1659, 0.1668, -0.1776], [0.1944, 0.6003, 0.2069], [-0.0181, -0.1093, 0.0033], [0.0141, 0.0361, -0.0063], [-0.0002, 0.0329, 0.0107], [-0.0194, 0.0202, -0.0161], [0.0512, -0.0095, 0.0019], [-0.0318, 0.0157, 0.0093], [0.0015, -0.0144, -0.0084], [-0.0264, 0.0004, 0.0035], [0.0595, 0.1119, 0.1298], [-0.1573, -0.0568, 0.5171], [0.1222, -0.0332, 0.0263], [-0.1007, 0.0644, 0.0222], [0.0885, 0.0811, -0.0579], [-0.0201, -0.0014, 0.0563], [-0.0562, -0.0231, 0.0073], [-0.0074, -0.0019, -0.0382], [-0.0056, -0.0047, -0.0061], [-0.0032, 0.0087, -0.0006], [0.0176, -0.0076, -0.0028], [-0.0028, -0.0069, 0.0053], [0.0028, 0.0014, -0.0008], [-0.0007, 0.0057, 0.0074], [0.0009, 0.0030, 0.0033], [-0.0008, -0.0101, -0.0014], [-0.0042, -0.0033, -0.0006], [-0.0264, 0.0036, -0.0326], [-0.0029, -0.0084, 0.0018], [-0.0248, 0.0003, -0.0094], [-0.0022, -0.0077, 0.0043], [-0.0024, -0.0154, 0.0024], [0.0053, 0.0101, -0.0010], [0.0077, 0.0054, -0.0007], [0.0030, 0.0058, 0.0056], [-0.0007, -0.0041, -0.0194], [0.0067, 0.0126, 0.0014], [-0.0135, 0.0183, 0.0119], [0.0119, -0.0054, 0.0004], [0.0000, -0.0012, -0.0039], [-0.0017, -0.0025, -0.0057], [0.0009, 0.0006, -0.0016], [-0.0023, -0.0030, -0.0001], [0.0035, 0.0110, 0.0026], [-0.0146, 0.0000, 0.0016], [0.0104, 0.0046, -0.0043], [0.0120, 0.0026, 0.0007], [-0.0083, -0.0029, -0.0010], [0.0173, 0.0289, -0.0017], [0.0086, 0.0174, -0.0142], [0.0074, -0.0010, -0.0736], [0.0151, 0.0080, 0.0287], [0.0036, -0.0041, -0.0044], [-0.0124, 0.0015, 0.0082], [0.0126, -0.0169, -0.0036], [0.0076, 0.0030, -0.0020], [0.0023, -0.0078, 0.0063], [0.0024, -0.0043, -0.0074], [-0.0462, -0.0719, -0.0093], [0.0778, -0.3994, -0.0109], [0.0156, -0.1129, -0.0925], [-0.0391, 0.1144, 0.0425], [0.0010, -0.0002, 0.0354], [-0.0153, 0.0189, -0.0141], [-0.0052, -0.0112, 0.0078], [0.0339, -0.0150, 0.0426], [0.1106, 0.0824, 0.0078], [-0.3098, -1.1599, -0.7479], [-0.1935, -0.0208, 0.0637], [-0.0012, -0.0053, 0.0766], [0.0252, -0.0187, -0.0119], [-0.0390, -0.0212, 0.0362], [-0.0384, 0.0252, 0.0023], [0.0008, -0.0145, 0.0417], [-0.0224, 0.0028, -0.0469], [0.0017, 0.0190, -0.0156], [0.0050, -0.0035, -0.0012], [-0.0021, -0.0097, 0.0029], [-0.0102, 0.0003, 0.0016], [0.0081, 0.0087, -0.0099], [-0.1164, 0.0363, -0.0328], [-0.1215, 0.0612, 0.0459], [-0.0076, 0.0506, 0.0546], [-0.0363, -0.0287, 0.0003], [0.0142, 0.0072, -0.0035], [0.0120, 0.0238, 0.0444], [-0.0753, -0.0369, 0.0556], [-0.0080, 0.0257, -0.0315], [0.0175, -0.0551, -0.0210], [-0.0263, -0.0590, 0.0093], [0.0146, 0.0510, -0.0110], [0.1243, 0.1021, -0.2549], [0.5464, -0.1614, 0.0185], [-0.1071, -0.0894, 0.1791], [0.1787, -0.0242, -0.0156], [0.0352, 0.0049, -0.0582], [0.0962, 0.0814, 0.0164], [0.0011, 0.0052, -0.0153], [0.0090, 0.0234, -0.0099], [-0.0020, -0.0141, -0.0137], [-0.0428, -0.0271, 0.0287], [0.0284, -0.0367, 0.0074], [-0.0084, 0.0614, 0.0367], [0.0066, 0.0402, 0.0438], [0.0020, 0.0110, -0.0317], [-0.5137, -0.2085, 0.2965], [0.6442, 1.6220, -0.6294], [-0.0198, 0.0331, -0.5289], [0.0029, -0.0140, 0.0142], [-0.0361, 0.0286, -0.1020], [-0.0024, -0.0006, 0.0294], [0.0166, -0.0093, 0.0118], [0.0438, -0.0062, 0.0866], [-0.0324, -0.0563, 0.0170], [0.0513, 0.0080, -0.0869], [0.0375, 0.0232, 0.3814], [-0.2117, 0.0865, 0.1421], [0.0497, 0.0020, -0.0432], [-0.0031, 0.0061, -0.0003], [-0.0024, 0.0081, -0.0048], [0.0069, -0.0184, 0.0033], [-0.0018, 0.0072, -0.0077]],
  "e_above_lowest_kj_mol": 211.3,
  "total_charge": -2,
  "spin_multiplicity": 1,
  "total_energy_ev": -239412.2863,
  "molar_mass_da": 1094.1
}